No. 1
ORCA calculation (the ωB97M-V functional and the def2-TZVPD basis) on 5 unconnected molecules or ions with the total composition CH10O6 in a non-equilibrium geometry.

The geometry in ORCA input format:
```
! wB97M-V def2-TZVPD RIJCOSX def2/J DEFGRID3
* xyz 0 1
O 2.0561 0.8579 1.1745
C 0.9205 0.6463 1.4970
O 0.0087 1.4322 0.7042
H 0.3222 0.0018 2.1638
H 0.4388 1.4719 -0.1580
H -1.5421 0.3695 -1.1609
H -0.6770 0.8521 -2.4611
O -1.2939 0.2164 -2.0715
H -1.9504 -1.2658 2.5994
H -1.0023 -1.5602 1.6368
O -1.2799 -0.7537 2.1147
H -1.0864 -2.8280 -0.5502
H -0.1180 -3.9370 -0.0683
O -0.8572 -3.3895 0.2083
H 1.5442 2.2736 -2.4564
H 1.4638 0.8237 -2.2959
O 1.0796 1.5208 -2.8477
*
```

Orbital gap ... 10.85 eV
SMILES ... O=CO.O.O.O.O
Lowest unoccupied orbital energy ... 0.287 eV
E ... -495.5095 hartree
Energy relative to the best compared isomer or geometry (same formula, charge and spin) ... 174.1 kJ/mol

***

No. 2
ORCA calculation (the ωB97M-V functional and the def2-TZVPD basis) on a molecular structure, C5H10BrN3 in a non-equilibrium geometry.

The geometry in ORCA input format:
```
! wB97M-V def2-TZVPD RIJCOSX def2/J DEFGRID3
* xyz 2 1
C -0.6293 0.8834 0.6537
C -1.3673 0.6374 -1.4135
C -1.2477 2.1298 0.2129
C 1.7210 -0.0754 0.5013
C 1.3730 -1.4642 0.7554
N -0.8327 -0.0212 -0.3821
N -1.6080 1.9080 -1.0730
N 0.5513 -2.0361 -0.3838
Br -1.8255 3.4932 1.3219
H -0.5230 0.8033 1.6921
H -1.8285 0.0387 -2.2307
H 2.1888 0.5427 1.2752
H 1.7100 0.2745 -0.4253
H 2.3455 -1.8798 1.0286
H 0.8717 -1.4510 1.7775
H -2.0086 2.6102 -1.6832
H 0.2640 -2.9784 -0.0425
H 1.1177 -2.1462 -1.1786
H -0.2727 -1.2690 -0.4059
*
```

Orbital gap (spin up / spin down) ... 6.18 / 6.19 eV
Lowest unoccupied orbital energy (spin up / spin down) ... -10.702 / -10.696 eV
E ... -2934.0371 hartree
Energy relative to the best compared isomer or geometry (same formula, charge and spin) ... 201.3 kJ/mol

***

No. 3
ORCA calculation (the ωB97M-V functional and the def2-TZVPD basis) on 7 unconnected molecules or ions with the total composition C29H45F18NO16P2S2 in a non-equilibrium geometry.

The geometry in ORCA input format:
```
! wB97M-V def2-TZVPD RIJCOSX def2/J DEFGRID3
* xyz 0 1
N -1.5685 1.6914 -5.1080
P -0.8837 0.4248 -4.0823
C 0.4693 0.0096 -5.2811
C 0.8732 1.0352 -6.3445
C 0.0753 1.0766 -7.6661
C -0.7980 -0.1007 -7.9790
O -1.9670 -0.0142 -8.1660
O -0.1440 -1.2872 -8.0910
C -0.5206 1.5875 -2.6775
S 0.1976 3.1791 -3.0359
O -0.7382 4.0450 -3.6847
O 0.8236 3.6196 -1.8188
P -0.2444 -1.3540 -2.7272
S -1.1103 -1.2770 -0.9676
H -2.0366 1.2431 -5.8972
H -2.3072 2.1887 -4.6137
H -2.1159 -0.2831 -4.0784
H 0.2007 -0.9645 -5.6971
H 1.3501 -0.1816 -4.6593
H 1.9255 0.8489 -6.5771
H 0.8316 2.0442 -5.9353
H -0.5697 1.9537 -7.7055
H 0.7825 1.1777 -8.4969
H -0.6565 -1.9653 -7.6272
H 0.1957 1.1079 -2.0051
H -1.4117 1.7848 -2.0750
H 1.2132 2.8707 -3.8803
H 1.1547 -1.4944 -2.6655
H -0.6706 -2.5032 -3.4326
C -6.3547 -4.4624 2.6006
C -4.8688 -4.4881 2.8795
O -4.1305 -4.9354 1.7213
C -3.8644 -4.0078 0.8120
O -4.1728 -2.8549 0.8419
C -3.0215 -4.6248 -0.3258
F -3.4951 -5.8236 -0.6962
F -1.7563 -4.7948 0.0909
F -3.0134 -3.8268 -1.3859
H -6.6969 -5.4413 2.2639
H -6.8978 -4.1946 3.5065
H -6.5939 -3.7339 1.8267
H -4.6271 -5.2066 3.6594
H -4.5001 -3.5110 3.1882
C 1.4499 -4.6249 1.7882
C 2.2828 -5.3899 0.7861
O 2.7430 -4.5360 -0.2867
C 3.8727 -3.8773 -0.1010
O 4.6144 -3.9249 0.8341
C 4.1474 -3.0247 -1.3604
F 3.0236 -2.3990 -1.7437
F 4.5550 -3.8101 -2.3682
F 5.0811 -2.1063 -1.1382
H 0.6154 -4.1301 1.2899
H 1.0601 -5.3143 2.5326
H 2.0431 -3.8630 2.2943
H 1.6825 -6.1503 0.2912
H 3.1385 -5.8786 1.2501
C 0.8639 0.1155 7.1267
C 1.2792 -0.5328 5.8255
O 0.8891 -1.9276 5.7996
C -0.3543 -2.1760 5.4308
O -1.1950 -1.3906 5.1080
C -0.5945 -3.7010 5.4254
F -0.0803 -4.2899 6.5111
F -0.0150 -4.2521 4.3441
F -1.8977 -3.9708 5.3800
H 1.2768 -0.4333 7.9743
H 1.2287 1.1401 7.1629
H -0.2211 0.1318 7.2319
H 2.3610 -0.5405 5.7159
H 0.8527 -0.0198 4.9652
C 0.9151 5.6881 0.8262
C -0.2964 5.6885 1.7289
O -0.2558 4.5688 2.6437
C 0.4634 4.7408 3.7391
O 1.0716 5.7167 4.0672
C 0.3892 3.4707 4.6149
F 0.5207 2.3579 3.8844
F -0.7928 3.4220 5.2459
F 1.3547 3.4854 5.5343
H 0.9940 4.7416 0.2960
H 0.8358 6.4891 0.0919
H 1.8286 5.8349 1.4028
H -1.2115 5.5514 1.1570
H -0.3837 6.6149 2.2949
C 7.9276 -1.2641 6.6874
C 6.8613 -1.3916 7.7514
O 6.1650 -0.1383 7.9411
C 5.1803 0.1123 7.0966
O 4.7995 -0.5790 6.1973
C 4.5073 1.4547 7.4566
F 5.4041 2.3998 7.7466
F 3.7119 1.2803 8.5233
F 3.7568 1.8806 6.4417
H 8.6183 -0.4578 6.9342
H 8.4888 -2.1949 6.6121
H 7.4860 -1.0482 5.7151
H 7.2974 -1.6171 8.7217
H 6.1413 -2.1716 7.5090
C -3.7452 2.8109 -8.8510
C -3.3937 3.4952 -7.5510
O -4.2284 4.6522 -7.3241
C -5.4069 4.4159 -6.7706
O -5.8492 3.3590 -6.4290
C -6.1621 5.7481 -6.5652
F -6.0592 6.5404 -7.6380
F -5.6470 6.3994 -5.5119
F -7.4512 5.5207 -6.3307
H -3.6829 3.5185 -9.6790
H -3.0628 1.9831 -9.0382
H -4.7606 2.4161 -8.8247
H -2.3774 3.8840 -7.5677
H -3.4809 2.8180 -6.7037
*
```

Orbital gap ... 8.11 eV
SMILES ... N[PH](CCCC(=O)O)(C[SH](=O)=O)[PH2]=S.CCOC(=O)C(F)(F)F.CCOC(=O)C(F)(F)F.CCOC(=O)C(F)(F)F.CCOC(=O)C(F)(F)F.CCOC(=O)C(F)(F)F.CCOC(=O)C(F)(F)F
Lowest unoccupied orbital energy ... -0.066 eV
E ... -5667.3495 hartree
Energy relative to the best compared isomer or geometry (same formula, charge and spin) ... 0.0 kJ/mol

***

No. 4
ORCA calculation (the ωB97M-V functional and the def2-TZVPD basis) on 2 unconnected molecules or ions with the total composition C3H6N2O in a non-equilibrium geometry.

The geometry in ORCA input format:
```
! wB97M-V def2-TZVPD RIJCOSX def2/J DEFGRID3
* xyz 0 1
N -1.7379 0.2103 -1.0281
C 0.5792 -0.0051 -1.1974
O 0.8280 0.1336 -2.3397
C 0.6858 -0.3741 0.0548
C 1.5620 -0.1460 1.1846
N 0.1057 -0.0282 1.3184
H -2.1531 0.7670 -1.7730
H -1.8738 0.7350 -0.1676
H -2.2932 -0.6409 -0.8811
H 2.0645 0.8036 1.2608
H 2.0496 -0.9912 1.6597
H -0.2064 -0.8878 1.7613
*
```

Orbital gap ... 9.00 eV
SMILES ... O=C=C1CN1.N
Lowest unoccupied orbital energy ... 0.868 eV
E ... -302.5566 hartree
Energy relative to the best compared isomer or geometry (same formula, charge and spin) ... 358.3 kJ/mol

***

Q: Number 2 is which compound?
A: C5H10BrN3